(1)
82
Properties=species:S:1:pos:R:3 method="wB97M-V/def2-TZVPD" total_energy_ha=-4926.5775 fmax_ev_per_a=2.06 orbital_gap_ev="8.19 / 5.05" e_lumo_ev="-0.22 / -1.29"
Ga -1.1875 1.3792 1.8573
Cl -1.2683 0.3682 -0.0036
Cl -3.0927 2.3245 2.1591
Si -0.2824 3.0688 -1.9894
F 0.7627 0.0347 5.1559
F -0.8209 1.0967 6.5030
F -1.2677 -1.0183 5.6206
F -1.2458 0.8738 4.2378
O -0.7248 -0.0322 -3.0357
O 2.6837 0.8533 0.2716
O 0.1582 2.5674 2.5614
O -0.0446 -0.1953 2.2696
N 2.6213 -0.3472 -1.7299
N -0.2513 -2.3590 2.8552
N 0.4801 3.7217 4.4600
C -1.0404 -2.2051 -1.8254
C 1.1853 -2.5453 3.0378
C -0.5391 -3.2294 -6.0782
C -2.2114 -0.8289 -5.2509
C -0.2461 4.0955 5.6420
C -1.8826 -3.7794 -0.2165
C 3.3519 -1.5384 -2.1497
C -1.3488 -1.6269 -4.3281
C -0.7693 -1.2356 2.3577
C -0.6050 3.4569 -3.7952
C -1.4411 -1.1519 -2.8814
C 2.7047 0.8303 -2.6057
C 1.8296 3.1789 4.7069
C 1.4000 3.3498 -1.1248
C -2.1012 -2.8349 -1.1911
C -0.6517 -2.7248 -4.6571
C 0.2683 -2.5554 -1.5548
C -1.1530 -3.2474 3.5604
C -0.5580 -4.1945 0.0373
C -0.1878 3.5112 3.3618
C -1.4099 4.0585 -0.8187
C 0.5189 -3.5780 -0.6237
C 2.4573 -0.1690 -0.3684
B -0.6180 0.2261 5.4071
H 4.2587 -1.2135 -2.6735
H 1.5210 -3.9598 -0.5205
H 1.6852 2.4804 -0.5070
H -1.5112 2.9200 -4.1362
H -1.8587 -1.2181 2.1330
H -0.7876 4.5526 -3.8753
H -1.0437 4.2160 3.1970
H -0.5534 3.1955 6.1856
H 3.4763 0.6142 -3.3562
H 2.1148 3.6573 5.6526
H 1.5593 -3.2336 2.2649
H 1.7392 1.0145 -3.1014
H 0.0100 -2.5999 -6.7962
H -0.8002 4.7743 -0.2530
H -2.1712 4.6037 -1.3804
H -2.8389 -1.5788 -5.7983
H -0.4895 -3.4667 -3.8701
H -0.5976 -4.1698 3.7620
H 2.5448 3.4398 3.8904
H 1.3047 4.2166 -0.4462
H -2.8291 -0.1009 -4.7145
H -0.3780 -5.0409 0.6990
H -2.5736 -1.0818 -2.8306
H -1.5126 -2.7274 4.4633
H 1.3696 -2.9721 4.0264
H 1.7268 2.1063 4.8886
H 0.2366 3.1841 -4.4389
H 2.1598 -1.1250 0.1197
H 2.1988 3.5564 -1.8656
H -1.9364 3.4283 -0.0872
H 2.7819 -2.1696 -2.8449
H 2.9886 1.6999 -2.0137
H 3.5847 -2.1366 -1.2639
H -2.7249 -4.2566 0.2716
H -1.1137 4.7264 5.4158
H 0.0639 -4.1480 -6.0815
H -1.5995 -0.3086 -6.0040
H 1.7398 -1.6104 2.9375
H 1.0306 -2.0780 -2.1424
H -3.1090 -2.5519 -1.5149
H -2.0169 -3.4134 2.9120
H 0.4317 4.6036 6.3261
H -1.5536 -3.4271 -6.4632


(2)
78
Properties=species:S:1:pos:R:3 method="wB97M-V/def2-TZVPD" total_energy_ha=-2849.7302 fmax_ev_per_a=2.30 orbital_gap_ev=7.90 e_lumo_ev=-0.04
Tl -0.0619 0.4543 0.6984
Cl -0.6352 4.2849 -3.3807
Cl -0.0163 2.3241 -0.9499
Si -0.4274 5.8197 -1.9638
F -1.9984 -0.2901 1.2185
O 0.6781 -1.3600 2.2704
O 0.3266 1.7598 2.5339
O 0.0855 -1.2288 -0.8598
O 2.4282 0.2603 0.4971
N -0.1014 -3.2057 3.3443
N -0.0743 3.5077 3.8925
N 2.9163 -0.9281 -1.4010
C -1.1886 -4.1518 3.5631
C -2.2012 -5.3112 0.1724
C -0.2737 -2.0829 2.6408
C 3.1830 -2.2315 -1.9902
C 0.2290 -3.9937 -0.2547
C 1.4219 5.9897 -1.7016
C -1.6289 -0.6473 -3.2843
C -0.3692 2.7669 2.8322
C 2.4877 0.1160 -2.3157
C 1.0850 3.2500 4.7400
C -0.5880 -3.0019 -4.9789
C -0.9719 -3.3840 -0.6128
C -2.1877 -4.0236 -0.3654
C -1.0115 -1.9719 -1.2362
C -0.7096 -2.9931 -3.4981
C 0.2176 -5.2957 0.2449
C -1.6779 5.4560 -0.6153
C -0.8864 4.6554 4.2379
C -0.8576 7.5237 -2.6846
C 2.8192 -0.7825 -0.0664
C -0.9930 -5.9501 0.4628
C -1.1264 -1.9517 -2.7629
C 1.2185 -3.6036 3.8098
H 2.2840 1.0270 -1.7528
H 1.6106 6.6007 -0.8093
H 3.7300 -2.8523 -1.2657
H 1.7649 4.1113 4.6945
H 1.5814 -0.1922 -2.8563
H -1.4518 -0.5484 -4.3598
H -1.3194 -1.8194 2.3999
H 1.5231 -4.5356 3.3170
H -1.1502 0.2000 -2.7615
H -1.9478 -1.5065 -0.8625
H -1.0170 -6.9494 0.8910
H 3.0959 -1.6889 0.5126
H -0.5209 -3.9520 -3.0118
H -1.6103 4.4149 -0.2769
H -2.7182 -0.5594 -3.1188
H 2.2478 -2.7514 -2.2738
H -0.7621 8.2367 -1.8452
H -0.9008 -5.1351 3.1658
H -0.8081 -2.0345 -5.4328
H -3.1583 -5.7921 0.3686
H 3.2898 0.2734 -3.0468
H -1.2574 3.0959 2.2590
H -1.8833 7.5730 -3.0796
H 1.1493 -3.4137 -0.3453
H -1.2436 -3.7536 -5.4258
H 0.4309 -3.2738 -5.2648
H -2.6899 5.6272 -1.0100
H 1.9344 -2.8076 3.6007
H -0.1482 7.8163 -3.4781
H 1.1610 -5.7829 0.4728
H 3.7939 -2.0947 -2.8927
H -1.5162 6.1278 0.2384
H 1.9158 5.0172 -1.5939
H 1.8463 6.5072 -2.5777
H -1.7554 4.7188 3.5796
H 0.7496 3.1670 5.7815
H 1.1785 -3.8135 4.8844
H 1.5889 2.3386 4.4140
H -3.1095 -3.4738 -0.5858
H -1.2281 4.5798 5.2731
H -2.0936 -3.8032 3.0517
H -0.3113 5.5815 4.1468
H -1.3844 -4.2593 4.6397


(3)
78
Properties=species:S:1:pos:R:3 method="wB97M-V/def2-TZVPD" total_energy_ha=-3156.9092 fmax_ev_per_a=4.63 orbital_gap_ev="4.15 / 6.15" s_squared=2.009 e_lumo_ev="2.40 / 2.40" total_charge=-1 multiplicity=3
Pt 0.5736 -0.2455 3.5289
Cl 1.8690 -0.8879 1.7112
Cl 2.3372 1.0495 4.3710
Cl 1.2027 -2.2200 4.6483
Si -0.5779 0.5122 -1.9793
O 0.4895 -0.4242 -2.8533
O -0.7019 0.2903 5.1672
O -0.5024 1.3551 2.7014
O -1.2329 -1.1582 2.8459
N -0.4735 3.2767 1.5453
N -0.9145 0.5595 7.3883
N -1.3979 -3.4470 2.6499
C -0.3341 0.5164 8.7264
C -0.8861 -4.6668 3.2722
C 2.6523 -2.3629 -3.0654
C 2.1178 1.6039 -5.3989
C 1.1621 0.6837 -4.9556
C -0.2504 1.2474 -6.8409
C 0.2264 4.4083 0.9411
C -0.1641 0.3326 6.3231
C 0.7030 2.1691 -7.2864
C 1.9191 -2.0357 -5.4383
C -0.2386 2.3458 -2.2131
C -2.3303 0.8619 7.2216
C -0.0268 0.5059 -5.6714
C 1.5479 -0.1960 -3.7771
C 2.0597 -1.5724 -4.1870
C -0.3954 -0.0129 -0.2221
C 0.1744 2.2774 2.1260
C -2.2859 0.0695 -2.6095
C -1.3982 -3.4026 1.1901
C 2.2734 -3.4105 -5.8778
C 1.8958 2.3341 -6.5704
C -1.3967 -2.3190 3.3583
C -1.9207 3.2057 1.3714
H 1.7597 -3.5970 -6.8246
H 2.1708 -2.1232 -2.1082
H 1.5224 -1.3887 -6.2215
H -0.2187 2.6365 -3.2741
H 3.3469 -3.5495 -6.0602
H -1.1639 1.0684 -7.4177
H -2.4224 0.3414 -3.6648
H -1.7155 -4.3905 0.8446
H -2.8591 0.0264 6.7467
H -2.4474 -1.0142 -2.5127
H 3.7250 -2.1406 -2.9627
H 1.2745 2.2426 2.0937
H 0.4959 1.2318 8.8047
H -2.1850 2.5575 0.5175
H -1.1680 -4.6527 4.3280
H -2.1105 -2.6416 0.8551
H 1.1914 4.5152 1.4428
H 2.6783 3.0033 -6.9362
H -1.3286 -5.5288 2.7637
H -2.4665 1.7617 6.6086
H 0.2125 -4.7302 3.2024
H 0.7240 2.6399 -1.7705
H -0.3977 -3.1734 0.7883
H -0.1994 -1.0859 -0.1366
H -2.7305 1.0330 8.2216
H -2.3851 2.8102 2.2812
H -1.1133 0.7653 9.4462
H -1.4840 -2.4316 4.4471
H 0.9183 0.2010 6.4549
H -0.7510 -0.2463 -5.3415
H -0.3737 5.3114 1.0883
H -1.0427 2.9199 -1.7245
H -3.0536 0.5916 -2.0194
H 0.3966 4.2718 -0.1374
H 2.5585 -3.4367 -3.2502
H 0.0666 -0.4848 8.9403
H -2.2688 4.2226 1.1687
H 1.9498 -4.1841 -5.1714
H 2.3680 0.2653 -3.2062
H 3.0510 1.6801 -4.8346
H 0.5259 2.7397 -8.2071
H -1.2886 0.2234 0.3665
H 0.4622 0.4966 0.2304


(4)
74
Properties=species:S:1:pos:R:3 method="wB97M-V/def2-TZVPD" total_energy_ha=-2295.6517 fmax_ev_per_a=5.69 orbital_gap_ev="6.44 / 2.78" s_squared=6.009 e_lumo_ev="-8.53 / -12.15" total_charge=+3 multiplicity=5
Rh 0.7749 1.2677 -0.3978
P -0.7538 2.4192 -1.2877
P -0.4766 -3.8694 2.0530
P 0.5697 2.0468 1.6182
O 4.4522 0.0762 3.0230
O -2.2037 -2.1990 -2.4251
N 6.5153 -0.3099 2.1449
N 2.6232 0.3415 -0.5513
C 5.3057 -0.3650 -0.5384
C -0.9353 2.9319 2.1713
C 0.7922 0.8282 2.9641
C 4.6246 -0.1704 -1.7397
C -4.3146 -1.2011 -1.8786
C -1.6783 -2.5155 2.4248
C -0.6940 2.2056 -3.1047
C -2.5031 2.1032 -0.8523
C -5.2840 -0.2908 -2.2792
C -0.0521 -2.0957 -1.5747
C -3.3721 -1.6515 -2.8287
C 3.1996 -0.0560 0.5886
C 5.1665 -0.1569 2.0418
C 3.2756 0.2232 -1.7204
C 1.9321 3.2398 1.8675
C 4.5917 -0.2577 0.6661
C -0.5192 4.2224 -1.0931
C -1.1310 -1.0865 -1.7207
C 1.0727 -3.1438 2.7510
C -5.3728 0.1030 -3.6197
C -4.5329 -0.4739 -4.5791
C -0.9353 -5.0189 3.4143
C -3.5648 -1.3951 -4.2036
H 0.9247 -2.7707 3.7735
H 1.8578 0.6844 3.1822
H 7.1260 -0.4221 1.3544
H 1.8389 -3.9316 2.7541
H -2.8932 -1.8622 -4.9238
H -1.8391 2.4629 1.7664
H -0.5933 -3.0283 -2.0410
H -5.9771 0.1148 -1.5388
H -2.0258 -5.0125 3.5309
H -0.8600 3.1772 -3.5842
H 0.1955 -2.2773 -0.5259
H -2.6080 -2.9796 2.7787
H -1.6372 -0.7696 -0.8098
H 0.8365 -1.8290 -2.1498
H 2.5701 3.2548 0.9766
H 2.5494 -0.1352 1.4619
H 0.3462 -0.1308 2.6688
H 0.2885 1.1865 3.8721
H -1.3045 -1.8083 3.1776
H -0.5961 4.6835 -2.0850
H 0.4762 4.4311 -0.6845
H -0.9047 3.9854 1.8698
H 6.3711 -0.5930 -0.5357
H 0.2985 1.8308 -3.3835
H -0.6197 -6.0244 3.1077
H 5.1156 -0.2714 -2.7036
H -4.6332 -0.2032 -5.6319
H 6.9273 -0.1910 3.0584
H -4.2204 -1.5264 -0.8414
H 1.5228 4.2413 2.0452
H -0.4469 -4.7530 4.3596
H 2.7040 0.4504 -2.6231
H 1.4285 -2.3296 2.1034
H -1.2856 4.6462 -0.4341
H -3.0940 1.9840 -1.7693
H 2.5300 2.9196 2.7284
H -1.8911 -1.9779 1.4897
H -2.6075 1.1862 -0.2602
H -0.9847 -0.3339 -2.4948
H -0.9861 2.8790 3.2673
H -1.4570 1.4956 -3.4432
H -6.1125 0.8476 -3.9189
H -2.9023 2.9480 -0.2779


(5)
73
Properties=species:S:1:pos:R:3 method="wB97M-V/def2-TZVPD" total_energy_ha=-1408.0737 smiles="O=C(O)OCCCCCCCCCCCCn1cccc1.COCCOCCOC" fmax_ev_per_a=6.58 orbital_gap_ev=8.29 e_lumo_ev=0.62
O 1.9872 0.2394 -8.2402
O -5.2615 2.3532 3.3129
O -5.0160 -0.0268 3.6415
O 1.9298 1.1432 -5.3361
O 0.9418 -1.6383 -6.0646
O -6.3741 1.3301 5.0501
N 2.4319 2.6165 -0.3931
C -0.3463 -2.1897 -6.2734
C -5.5889 1.1832 4.0769
C 0.9497 0.9449 -7.5607
C 2.6288 1.5431 1.9604
C 0.4848 -2.0563 4.5738
C 3.1165 0.2551 2.7819
C 1.7807 4.3515 -2.0792
C -1.8769 -3.2356 5.0481
C -5.8532 -1.1726 3.9877
C 2.0664 -0.9542 2.8441
C 0.7720 -0.6688 3.7740
C -5.5987 -1.7042 5.4818
C -3.2277 -2.4962 4.4862
C 2.7009 -0.7556 -7.5037
C -4.0665 -2.0753 5.8129
C 3.1516 1.6583 -4.8342
C -0.8606 -2.0309 5.4551
C 2.5436 1.3140 0.3645
C 1.6960 2.8693 -1.6343
C 3.0100 3.9065 -0.0625
C 2.7073 5.0811 -1.0235
C 1.4075 1.8749 -6.4345
C 1.8829 -1.9753 -7.0758
H 3.2219 -0.3076 -6.6587
H 1.6550 0.6286 0.0814
H 1.7611 -1.3215 1.7909
H 0.1761 0.2560 -7.2181
H -1.0659 -1.5829 -5.7206
H 2.1410 2.5824 -6.8324
H 2.6146 -1.8524 3.3327
H -0.1715 -0.4535 3.1386
H -6.2528 -2.6416 5.6464
H 3.8139 2.0002 -5.6357
H -5.5414 3.0876 3.9088
H -2.8335 -1.5375 3.9684
H -1.4727 -3.9075 4.2144
H 1.3942 -2.4112 -7.9539
H -1.3598 -0.9974 5.4426
H 0.4731 1.5684 -8.3244
H 0.5447 2.4435 -6.0707
H 3.6508 4.1504 0.8448
H 2.5596 -2.7241 -6.6510
H -5.9419 -0.9090 6.2331
H 1.4081 -2.3194 5.2001
H -0.6316 -2.1715 -7.3301
H 3.4407 2.3552 2.1227
H 4.1106 -0.1155 2.3399
H 3.4793 0.8005 -0.0566
H -6.9491 -0.8291 3.8733
H 3.3627 0.5878 3.8644
H 1.3163 4.9013 -2.9589
H 0.9291 0.1730 4.5343
H 3.0388 6.1731 -0.9989
H 0.3826 -2.8780 3.7676
H 3.6623 0.8568 -4.2973
H -2.1212 -3.9235 5.9470
H 1.0911 2.1218 -2.2611
H -4.1004 -2.9971 6.5123
H 2.9496 2.4778 -4.1378
H -5.7069 -1.9879 3.1827
H -0.5728 -2.2234 6.5611
H -0.3800 -3.2155 -5.8897
H -3.5133 -1.2471 6.3924
H -3.8153 -3.1629 3.7692
H 1.6501 1.9785 2.3731
H 3.4841 -1.1100 -8.1824


(6)
80
Properties=species:S:1:pos:R:3 method="wB97M-V/def2-TZVPD" total_energy_ha=-1842.6815 fmax_ev_per_a=3.84 orbital_gap_ev=7.29 e_lumo_ev=-3.39 total_charge=+1
F 1.9538 -0.0042 -1.2784
F 1.6565 -0.8573 -3.3660
F 3.6452 -0.8231 -2.4362
O -3.6404 -3.2900 -3.6939
O 1.3364 -2.5123 -0.4178
O -1.1552 1.5635 9.1163
O 4.7414 5.2289 3.6984
O 0.7814 1.0414 2.0169
O -4.0433 -2.3986 -7.3826
N -1.2894 -3.8821 -3.2225
N 0.1435 -5.1182 -2.1046
N 0.1828 -5.5042 -3.3828
C -0.6570 -4.8116 -4.1177
C -5.6185 -3.8924 -8.3357
C 3.0852 1.4441 2.4006
C 2.4442 1.0137 3.7068
C -0.0483 2.2301 8.4976
C -6.3679 -2.8417 -7.5360
C 3.5961 5.8538 3.1077
C -2.0356 -1.2875 -3.8198
C -2.0630 1.1219 8.1007
C 2.0643 0.9764 1.3792
C -0.1370 1.9347 7.0109
C 5.3908 6.1271 1.6040
C -1.0180 -3.4018 -0.6468
C 4.1158 6.8162 2.0548
C 5.8969 5.5237 2.9026
C 2.0846 -2.4321 -1.6249
C 2.3123 -0.9659 -2.1498
C -1.6342 1.7945 6.8080
C -5.2708 -2.2817 -6.6489
C -4.2641 -3.2331 -8.5296
C -0.7744 -4.1004 -1.9993
C -0.0317 -2.1486 -0.5875
C 0.9709 1.2483 3.4247
B -2.3257 -2.8317 -3.5839
H -3.5708 -4.2620 -3.7826
H -1.9070 1.2236 5.9196
H 4.3563 7.7790 2.5143
H 5.1510 5.3327 0.8908
H -4.2579 -2.5928 -9.4172
H 4.0761 1.0203 2.2367
H -1.1749 -1.0809 -4.4983
H 3.1044 -2.8423 -1.3939
H 0.7088 -5.4860 -1.3366
H -0.1481 3.3026 8.6955
H -7.2116 -3.2379 -6.9709
H 0.3587 0.9846 6.7879
H -5.5092 -4.8041 -7.7404
H -0.3277 -1.5928 0.3453
H -2.0512 -2.9592 -0.6627
H 3.1709 2.5342 2.3715
H -2.0925 2.7846 6.7314
H 1.6921 -3.0428 -2.4739
H 2.0577 1.5935 0.4800
H 0.8853 1.8804 8.9414
H -0.9070 -4.0633 0.2399
H 6.5153 6.2363 3.4579
H -0.8251 -4.8844 -5.2060
H 0.3228 0.5725 3.9861
H 2.9793 5.0674 2.6565
H 3.0107 6.3535 3.8814
H -0.2327 -1.4527 -1.4373
H -5.4402 -1.2368 -6.3821
H -3.0849 1.3761 8.3875
H -5.1675 -2.8646 -5.7280
H 2.6275 -0.0515 3.8775
H -3.4522 -3.9575 -8.6182
H -6.1014 -4.1557 -9.2764
H 6.1118 6.7978 1.1366
H 2.2416 -0.0638 1.0877
H 0.3194 2.7105 6.3948
H -6.7415 -2.0623 -8.2056
H 0.6822 2.2794 3.6542
H 2.8041 1.5647 4.5756
H -2.9687 -0.8598 -4.2781
H 6.4751 4.6114 2.7446
H 3.4023 6.9920 1.2494
H -1.9823 0.0317 8.0276
H -1.9269 -0.7750 -2.8277